{"formula": "C22H30BrClHgN3SSi", "method": "ωB97M-V/def2-TZVPD", "species": ["Hg", "C", "Si", "C", "C", "C", "C", "C", "C", "N", "C", "S", "H", "H", "H", "H", "H", "H", "H", "H", "H", "H", "H", "H", "C", "C", "C", "C", "H", "H", "H", "H", "H", "H", "H", "H", "H", "C", "C", "C", "N", "C", "C", "H", "H", "H", "H", "H", "Br", "C", "C", "C", "N", "C", "C", "H", "H", "H", "H", "Cl"], "positions_angstrom": [[0.621, 1.480, -0.279], [-0.328, -5.669, 1.854], [-0.584, -4.367, 0.501], [0.319, -5.025, -0.997], [-2.436, -4.344, 0.211], [0.115, -2.770, 1.168], [0.635, -2.702, 2.449], [1.158, -1.511, 2.950], [1.157, -0.421, 2.106], [0.675, -0.458, 0.866], [0.117, -1.588, 0.369], [-0.608, -1.586, -1.194], [-0.711, -6.634, 1.510], [-0.854, -5.413, 2.777], [0.731, -5.798, 2.096], [0.041, -6.067, -1.181], [1.398, -4.978, -0.834], [0.090, -4.424, -1.876], [-2.810, -5.362, 0.068], [-2.672, -3.740, -0.664], [-2.949, -3.909, 1.073], [0.634, -3.586, 3.078], [1.566, -1.432, 3.948], [1.565, 0.541, 2.404], [-0.359, 5.193, -2.574], [-0.575, 4.060, -1.566], [-2.043, 3.640, -1.579], [0.337, 2.870, -1.853], [-1.028, 6.041, -2.388], [-0.546, 4.834, -3.592], [0.670, 5.557, -2.535], [-0.333, 4.450, -0.571], [-2.325, 3.314, -2.586], [-2.710, 4.460, -1.292], [-2.216, 2.802, -0.905], [1.364, 3.202, -2.035], [-0.002, 2.343, -2.750], [5.674, 0.178, -1.672], [5.306, 1.405, -1.036], [4.016, 1.635, -0.652], [2.972, 0.753, -0.830], [3.330, -0.429, -1.442], [4.594, -0.740, -1.853], [6.686, -0.040, -1.983], [6.048, 2.173, -0.838], [3.751, 2.561, -0.149], [2.516, -1.132, -1.595], [4.758, -1.705, -2.324], [-6.284, 2.661, 1.873], [-4.487, 2.083, 1.629], [-4.241, 0.902, 0.957], [-2.907, 0.528, 0.799], [-1.900, 1.257, 1.267], [-2.157, 2.391, 1.908], [-3.454, 2.858, 2.118], [-5.040, 0.294, 0.557], [-2.634, -0.371, 0.250], [-1.283, 2.944, 2.245], [-3.633, 3.793, 2.629], [1.265, 3.001, 1.965]], "total_charge": -2, "multiplicity": 2, "e_lumo_ev": [3.654, 3.654], "total_energy_ev": -133225.5940, "e_homo_ha": [0.070, -0.071], "s2": 0.763, "gap_ha": [0.0645, 0.2048]}